(1)
This record from the Open Molecules 2025 dataset describes 12 unconnected molecules or ions with the total composition C17H57Br2F3NO14P2 in a non-equilibrium geometry. The level of theory is ωB97M-V with the def2-TZVPD basis set.

```
96
Properties=species:S:1:pos:R:3:forces:R:3:mulliken_charge:R:1
N -4.3799 -0.6780 -5.4111 1.15 0.74 0.46 -0.47
P -3.6510 0.8512 -4.8323 -2.31 0.32 -0.19 -0.22
O -3.6237 1.9398 -6.2195 -0.23 0.80 1.41 -0.50
P -1.5023 0.5411 -4.3497 0.63 0.96 -1.13 1.20
C -1.7662 1.0328 -2.4956 -0.65 0.86 0.97 -0.92
C -2.0544 -0.2438 -1.5075 -0.19 0.71 -0.02 -0.42
C -0.7401 -1.1535 -1.1432 -0.36 0.09 -0.94 0.25
F 0.0320 -1.6372 -2.3109 -1.85 1.46 3.34 -0.22
Br -1.4501 -2.8347 -0.2313 0.63 1.15 -0.55 -0.13
C 0.3202 -0.4593 -0.1032 1.15 -1.50 1.45 0.50
F 1.1852 -1.5809 0.4229 -2.20 3.20 -1.01 -0.24
F -0.3025 0.1576 1.1009 1.72 -1.77 -3.65 -0.24
Br 1.6350 0.7919 -1.0331 -1.70 -1.34 1.20 -0.07
O -1.4423 0.0552 -6.0569 3.89 -1.84 -0.62 -0.49
C -0.1247 -0.5639 -6.3522 1.45 0.89 -1.08 -0.42
C 0.9638 -0.3088 -5.1444 -0.55 0.81 1.32 -0.27
O 0.2652 0.6415 -4.2324 0.66 -2.27 -1.14 -0.35
H -5.0167 -1.0621 -4.6790 1.03 0.44 -0.99 0.25
H -3.6657 -1.3697 -5.7308 -0.98 0.66 0.51 0.27
H -3.7927 2.8945 -5.8974 0.34 -2.67 -0.47 0.31
H -1.3983 1.9219 -4.8338 -0.25 0.01 0.70 -0.33
H -1.6138 -0.8765 -4.1204 0.11 0.02 0.59 -0.22
H -0.9184 1.7629 -2.1199 -1.55 -1.71 -0.57 0.22
H -2.7650 1.6865 -2.4919 2.04 -1.44 0.20 0.37
H -2.9005 -0.9458 -1.9702 2.12 1.44 0.95 0.22
H -2.4997 0.2055 -0.5011 1.15 -1.34 -1.83 0.30
H -0.0900 -1.7019 -6.6242 -0.71 1.90 0.60 0.18
H 0.3821 -0.0103 -7.2773 -1.39 -1.07 1.60 0.20
H 1.2805 -1.3006 -4.5681 -0.83 1.87 -1.15 0.09
H 1.9837 0.2322 -5.4448 -2.30 -1.19 0.22 0.22
C -0.2385 3.0119 3.4222 0.02 -0.25 -0.11 -0.44
O -1.1453 3.5201 2.4612 -0.32 -0.03 -0.32 -0.52
H 0.0697 3.8244 4.0843 -0.06 -0.04 -0.14 0.06
H -0.7283 2.2317 4.0100 0.20 -0.03 0.15 0.31
H 0.6400 2.6044 2.9159 0.11 -0.03 0.24 0.28
H -1.4010 2.7771 1.8884 0.11 0.49 0.15 0.27
C -0.1249 5.9611 6.8127 -0.08 -0.17 -0.14 -0.58
O -1.0317 6.4693 5.8517 -0.26 -0.17 -0.39 -0.52
H 0.1833 6.7736 7.4748 -0.10 -0.07 -0.16 0.30
H -0.6147 5.1809 7.4005 0.22 -0.05 0.18 0.25
H 0.7536 5.5536 6.3064 0.16 -0.06 0.23 0.24
H -1.2874 5.7263 5.2789 0.06 0.49 0.25 0.31
C 4.2487 -2.2244 2.4371 -0.08 -0.03 -0.18 -0.51
O 3.8780 -1.1480 3.2784 -0.46 0.42 0.32 -0.49
H 5.2713 -2.5259 2.6756 -0.11 0.14 0.03 0.29
H 3.5743 -3.0678 2.6043 0.06 -0.14 -0.19 0.12
H 4.1993 -1.9059 1.3930 0.06 -0.26 -0.03 0.27
H 2.9669 -0.9024 3.0439 0.47 -0.06 0.11 0.26
C -5.0347 -3.4539 0.5330 -0.12 0.09 0.12 -0.48
O -5.4927 -2.1944 0.0768 -0.32 0.37 0.20 -0.49
H -4.4057 -3.9039 -0.2385 -0.13 0.18 0.08 0.14
H -4.4488 -3.3208 1.4458 0.10 -0.26 0.02 0.24
H -5.8903 -4.1050 0.7280 0.11 -0.24 0.07 0.31
H -6.0477 -1.8195 0.7817 0.34 -0.13 -0.49 0.28
C 3.1280 4.8948 -2.2210 -0.19 -0.13 0.17 -0.53
O 3.4721 3.5714 -2.5872 0.10 -0.50 0.20 -0.48
H 3.5015 5.5828 -2.9830 -0.01 -0.20 0.05 0.23
H 2.0410 4.9844 -2.1539 0.03 0.26 0.06 0.24
H 3.5845 5.1380 -1.2585 -0.08 0.27 0.02 0.25
H 3.1278 2.9839 -1.8931 0.19 0.36 -0.49 0.22
C 5.6413 0.4444 6.3607 -0.01 -0.20 -0.08 -0.62
O 4.7345 0.9525 5.3997 -0.44 0.00 -0.13 -0.50
H 5.9495 1.2568 7.0229 -0.10 -0.08 -0.12 0.22
H 5.1515 -0.3358 6.9485 0.22 -0.01 0.18 0.30
H 6.5198 0.0369 5.8544 0.12 -0.04 0.19 0.31
H 4.4788 0.2096 4.8269 0.07 0.26 -0.04 0.36
C -4.6026 -4.8869 -5.8748 -0.09 0.13 0.03 -0.51
O -4.8399 -3.5052 -5.6779 -0.50 0.06 0.07 -0.46
H -3.5257 -5.0694 -5.8501 -0.25 0.11 -0.04 0.14
H -5.0850 -5.4576 -5.0775 0.06 -0.29 -0.04 0.26
H -4.9992 -5.1909 -6.8465 0.12 -0.29 0.00 0.27
H -5.8029 -3.3738 -5.7047 0.61 0.13 -0.03 0.26
C 2.8582 2.8337 8.1074 0.06 -0.23 -0.22 -0.33
O 2.8138 1.4510 7.8069 -0.02 -0.19 -0.18 -0.50
H 2.4976 2.9873 9.1271 0.04 -0.10 -0.13 0.24
H 3.8878 3.1916 8.0297 -0.04 0.28 0.06 0.23
H 2.2176 3.3797 7.4106 0.04 0.27 0.10 0.07
H 3.1394 1.3456 6.8968 0.03 -0.05 0.25 0.31
C -1.6664 -7.7896 -5.9159 0.15 0.02 -0.16 -0.52
O -2.4101 -7.0771 -6.8871 0.06 0.04 -0.55 -0.47
H -2.2352 -7.8186 -4.9837 0.02 0.07 -0.20 0.21
H -1.4921 -8.8102 -6.2656 0.12 -0.11 0.23 0.26
H -0.7130 -7.2845 -5.7429 0.06 -0.16 0.21 0.27
H -1.8807 -7.0680 -7.7027 -0.39 0.10 0.45 0.28
C 3.9306 -6.0329 3.8884 0.00 0.21 -0.08 -0.51
O 4.4918 -5.2470 4.9235 0.17 0.50 0.11 -0.51
H 3.8568 -7.0684 4.2287 0.05 0.20 0.03 0.24
H 2.9327 -5.6593 3.6460 -0.06 -0.21 -0.19 0.23
H 4.5730 -5.9869 3.0056 -0.15 -0.19 -0.16 0.24
H 4.5448 -4.3342 4.5928 -0.02 -0.48 0.28 0.30
C -0.6919 7.3193 1.1355 -0.01 -0.30 0.06 -0.54
O -0.3478 5.9958 0.7693 -0.01 -0.20 0.19 -0.41
H -0.3184 8.0073 0.3735 -0.03 -0.15 0.07 0.21
H -1.7790 7.4088 1.2026 -0.02 0.28 0.06 0.24
H -0.2354 7.5624 2.0980 -0.09 0.29 0.04 0.23
H -0.6921 5.4084 1.4634 0.17 -0.06 -0.40 0.29
```
Positions in Å, forces in eV/Å.

Calculated values
**Net charge**: -1
**Total energy**: -215515.2437 eV



(2)
This record from the Open Molecules 2025 dataset describes a molecular structure, C17H58F2HgNO16S2 in a non-equilibrium geometry. The level of theory is ωB97M-V with the def2-TZVPD basis set.

```
97
Properties=species:S:1:pos:R:3:forces:R:3:mulliken_charge:R:1
Hg 0.0751 -2.1722 3.4046 0.37 0.11 -0.71 1.44
N 0.0430 -0.6585 1.8269 -5.31 -2.82 -1.80 0.09
S 1.0023 0.3747 1.3470 9.94 8.26 1.10 0.10
O 0.7207 1.8010 1.6641 0.01 -4.02 -0.96 -0.45
O 1.8301 0.1271 0.1709 -2.57 -0.07 1.47 -0.05
F 2.0048 -0.0405 2.5601 0.25 0.35 -0.09 -0.50
S -0.9451 -0.5810 0.4350 -4.83 -2.42 -3.66 0.64
O -0.6390 -1.4999 -0.6580 0.38 1.83 2.73 -0.33
O -1.4789 0.7294 0.0980 2.33 -1.83 1.03 -0.04
F -2.1757 -1.2815 1.1389 0.35 0.09 0.36 -0.44
C 2.4129 1.0251 -3.1451 -0.12 -0.04 1.27 0.43
O 3.0868 -0.1883 -2.7375 -0.26 0.12 -1.07 -0.56
H 2.3849 1.6916 -2.2830 0.06 0.34 -0.13 -0.26
H 2.8507 1.5505 -3.9938 0.51 -0.38 0.09 0.39
H 1.3662 0.8591 -3.4001 -0.02 -0.49 -0.03 -0.35
H 3.3634 -0.1656 -1.8184 -0.22 0.52 -0.08 0.31
C -3.8732 3.0661 -0.0105 -0.45 1.23 -1.10 -0.57
O -3.9675 1.7457 0.3810 -0.24 -0.92 0.88 -0.52
H -4.7975 3.5991 0.2123 -0.02 -0.15 0.48 0.34
H -3.0388 3.6366 0.3974 0.14 -0.15 0.26 0.15
H -3.8394 3.1262 -1.0983 0.36 0.10 -0.36 0.22
H -3.0976 1.3421 0.3363 -0.23 0.19 -0.04 0.38
C -2.3254 -4.0764 1.8803 -0.64 0.71 -0.41 -0.43
O -0.8800 -4.0436 2.1394 -0.51 0.39 0.80 -0.38
H -2.7585 -3.3985 2.6159 -0.11 -0.04 -0.29 0.25
H -2.5248 -3.7522 0.8589 0.25 0.41 0.11 0.13
H -2.8728 -5.0178 1.9279 0.92 -0.50 0.63 0.36
H -0.4506 -4.8395 1.8173 0.37 -0.12 -0.09 0.24
O 1.4630 -1.4124 5.0983 -0.53 -1.54 -1.18 -0.34
H 2.0909 -2.0922 5.3430 0.42 -0.31 0.09 0.29
H 1.5565 -0.7438 5.7769 -0.16 1.58 0.62 0.24
O -0.7499 3.8862 2.8346 -0.31 0.15 0.31 -0.64
H -0.2930 3.1033 2.5274 0.09 -0.21 -0.19 0.44
H -0.1441 4.6046 2.6526 0.10 0.25 -0.08 0.30
C 1.2819 2.5074 5.3896 0.34 -0.09 0.40 -0.65
C 2.2813 2.3411 6.5469 0.04 0.31 -1.14 -0.36
O 2.5356 0.9281 6.6129 -0.31 -0.58 0.58 -0.49
H 1.0498 3.5266 5.0804 0.02 -0.01 0.37 0.41
H 0.3645 1.9885 5.6674 -0.21 0.22 0.04 0.25
H 1.6522 2.0012 4.4981 0.28 -0.03 -0.01 -0.01
H 1.9531 2.7402 7.5066 -0.49 -0.20 -0.04 0.38
H 3.2558 2.8003 6.3806 -0.09 0.33 -0.42 0.28
H 2.8895 0.7957 7.4954 0.19 -0.41 0.08 0.27
C 5.0985 2.7776 -0.1730 0.92 0.60 0.81 -0.88
C 5.0798 2.6677 1.3725 -0.03 0.79 -1.25 -0.16
O 4.8722 1.3433 1.7370 -0.28 -1.27 0.27 -0.49
H 4.4344 2.1119 -0.7242 -0.28 0.20 0.35 0.01
H 6.1104 2.6170 -0.5451 0.03 -0.33 0.02 0.44
H 4.9225 3.8340 -0.3754 -0.40 -0.08 -0.41 0.32
H 4.3098 3.3315 1.7657 -0.34 -0.05 0.09 0.22
H 6.0246 3.0505 1.7583 0.22 -0.01 0.04 0.35
H 4.6948 1.2690 2.6775 0.08 0.12 0.05 0.25
C -1.5502 1.7845 -3.3508 -0.06 0.38 -1.58 -0.81
C -1.6415 0.6223 -4.3318 0.70 -1.51 0.44 0.02
O -1.9833 0.8978 -5.6685 -0.88 1.59 -0.18 -0.61
H -1.0360 1.4751 -2.4408 -0.08 -0.07 -0.09 -0.04
H -2.5379 2.1856 -3.1239 -0.01 0.00 0.12 0.48
H -0.9708 2.5537 -3.8614 0.11 0.27 0.33 0.45
H -2.3208 -0.0950 -3.8712 -0.22 -0.37 -0.19 -0.15
H -0.6641 0.1493 -4.4275 0.30 -0.20 0.71 0.24
H -1.9834 0.1220 -6.2340 0.11 -0.18 0.42 0.34
C 1.2507 -4.1454 -0.7661 0.88 0.66 -0.38 -0.67
C 2.3140 -3.0092 -0.9862 -2.02 -1.53 -0.36 0.12
O 2.9856 -2.8278 0.2462 -0.20 0.09 0.14 -0.57
H 0.6669 -3.9239 0.1273 0.18 -0.09 0.23 -0.28
H 1.7417 -5.1181 -0.7365 -0.18 -0.06 0.30 0.63
H 0.5210 -4.1414 -1.5757 0.20 -0.01 -0.19 0.07
H 1.6918 -2.1933 -1.3542 0.60 0.71 0.42 0.03
H 2.9456 -3.3247 -1.8166 0.44 0.13 0.20 0.33
H 3.5588 -2.0581 0.2243 0.07 0.13 -0.21 0.35
C -1.8930 -4.2287 -3.2993 0.58 -0.98 1.71 -0.89
C -2.0278 -5.4858 -2.3669 0.01 -0.10 -0.98 -0.11
O -3.1174 -5.3412 -1.4774 -0.47 0.69 0.46 -0.50
H -1.4181 -3.4229 -2.7396 -0.07 0.18 0.03 -0.07
H -2.8708 -3.8762 -3.6276 0.18 -0.33 -0.33 0.39
H -1.1904 -4.5019 -4.0865 -0.37 0.13 -0.29 0.42
H -1.1568 -5.7273 -1.7577 0.49 0.41 -0.27 0.26
H -2.1777 -6.3523 -3.0109 -0.19 -0.11 -0.07 0.40
H -3.4228 -6.1642 -1.0889 0.15 -0.17 -0.30 0.25
C 1.6993 4.2475 -0.4748 0.61 0.09 -0.28 -1.25
C 0.3193 3.9230 -0.9568 -0.38 -0.62 1.30 0.68
O 0.1340 4.4075 -2.2360 -0.26 0.75 -1.02 -0.61
H 1.9881 3.6311 0.3765 0.00 0.02 -0.03 0.09
H 1.8361 5.2999 -0.2262 -0.27 0.06 0.12 0.45
H 2.3879 4.0762 -1.3021 0.18 -0.25 0.04 0.34
H -0.4254 4.3071 -0.2596 -0.17 0.36 0.16 0.25
H 0.1194 2.8515 -0.9545 0.38 -0.47 0.10 -0.33
H -0.8107 4.3629 -2.4011 -0.04 0.11 -0.36 0.34
C -4.7838 -0.6286 -1.7550 0.46 -0.36 0.42 -1.41
C -3.9269 -1.8560 -2.1353 -1.49 0.38 0.13 0.68
O -4.6429 -3.0359 -1.6657 0.83 1.30 -0.20 -0.64
H -5.7630 -0.8244 -2.1920 -0.06 0.28 0.12 0.43
H -4.4107 0.3489 -2.0609 0.21 -0.21 -0.67 0.23
H -4.8780 -0.4597 -0.6823 -0.17 -0.55 0.13 0.34
H -2.8920 -1.8604 -1.7931 -0.02 0.18 0.30 -0.22
H -3.9022 -1.8583 -3.2250 0.17 -0.20 -0.22 0.28
H -3.9719 -3.7213 -1.6256 -0.21 -0.61 0.06 0.23
```
Positions in Å, forces in eV/Å.

Calculated values
**Net charge**: +1
**Total energy**: -84084.4681 eV



Number 1: molar mass 778.39 g/mol, HOMO level -0.1286 Eh. Number 2: molar mass 835.36 g/mol, HOMO level -0.4216 Eh.